Computed, not measured: a molecular structure, C40H34CdF2N4O3P, with wB97M-V/def2-TZVPD.

Last column: Löwdin charge in e.
Atoms and positions in Å:
Cd -0.1541 -0.8568 0.3076  1.264
O -2.0945 1.6583 -3.4013  0.051
C -2.1404 2.8911 -2.8764  -0.285
C -2.5187 3.9435 -3.7150  -0.030
C -2.5717 5.2361 -3.2338  -0.104
C -2.2502 5.5093 -1.9059  -0.113
C -1.8726 4.4692 -1.0766  -0.049
C -1.8101 3.1544 -1.5357  -0.087
C -1.3408 2.0483 -0.6505  -0.444
O -1.2749 0.8848 -1.1334  -0.119
N -0.9853 2.4195 0.5838  0.040
N -0.4616 1.3942 1.2799  -0.055
C 0.0025 1.6578 2.4427  -0.128
C 0.6601 0.6110 3.2262  -0.293
C 1.2162 0.9037 4.4721  -0.038
C 1.8466 -0.1029 5.1799  -0.081
C 1.9086 -1.3759 4.6335  -0.069
C 1.3217 -1.5817 3.3934  -0.144
N 0.7143 -0.6225 2.7108  0.044
H -1.7708 1.0721 -2.6628  0.061
H -2.7596 3.7109 -4.7446  0.111
H -2.8635 6.0411 -3.8986  0.093
H -2.2915 6.5231 -1.5284  0.088
H -1.6026 4.6484 -0.0450  0.100
H -0.0478 2.6694 2.8442  0.111
H 1.1518 1.9112 4.8630  0.104
H 2.2871 0.1032 6.1478  0.100
H 2.3923 -2.1926 5.1509  0.096
H 1.3276 -2.5611 2.9305  0.109
C -2.5298 -1.0045 3.7863  -0.019
C -2.3578 -2.4778 4.0378  -0.381
O -1.4365 -3.1090 3.5675  0.069
C -3.3586 -3.1724 4.9226  -0.148
C -3.2026 -4.5359 5.1578  -0.020
C -4.0979 -5.2148 5.9660  -0.082
C -5.1605 -4.5348 6.5495  -0.095
C -5.3231 -3.1769 6.3199  -0.086
C -4.4253 -2.4981 5.5076  -0.032
H -1.7853 -0.6743 3.0714  0.043
H -2.4211 -0.4537 4.7251  0.096
H -3.5186 -0.7985 3.3771  0.088
H -2.3691 -5.0423 4.6892  0.115
H -3.9723 -6.2758 6.1412  0.099
H -5.8629 -5.0653 7.1802  0.098
H -6.1519 -2.6451 6.7695  0.099
H -4.5622 -1.4403 5.3284  0.106
N 1.7968 -0.7638 -0.4668  -0.434
P 2.1284 -0.2313 -1.8638  0.629
C 1.3943 -1.0616 -3.3355  -0.277
C 0.0349 -1.3733 -3.2903  -0.090
C -0.5838 -2.0069 -4.3564  -0.074
C 0.1504 -2.3441 -5.4860  -0.102
C 1.5032 -2.0449 -5.5414  -0.099
C 2.1211 -1.4066 -4.4724  -0.087
C 3.9258 -0.3442 -2.2129  -0.289
C 4.6250 0.5225 -3.0460  -0.091
C 5.9869 0.3466 -3.2640  -0.099
C 6.6599 -0.6978 -2.6480  -0.110
C 5.9702 -1.5601 -1.8032  -0.096
C 4.6133 -1.3797 -1.5830  -0.089
C 1.7655 1.5335 -2.2029  -0.295
C 1.2992 2.0260 -3.4186  -0.082
C 1.0304 3.3806 -3.5715  -0.089
C 1.2262 4.2525 -2.5113  -0.098
C 1.6793 3.7663 -1.2915  -0.088
C 1.9420 2.4144 -1.1369  -0.099
H -0.5531 -1.1223 -2.4155  0.056
H -1.6403 -2.2364 -4.2972  0.105
H -0.3310 -2.8412 -6.3197  0.093
H 2.0835 -2.3101 -6.4173  0.094
H 3.1791 -1.1823 -4.5264  0.092
H 4.1052 1.3452 -3.5232  0.102
H 6.5215 1.0311 -3.9118  0.095
H 7.7215 -0.8347 -2.8164  0.092
H 6.4945 -2.3698 -1.3099  0.094
H 4.0646 -2.0198 -0.9025  0.088
H 1.1171 1.3464 -4.2426  0.104
H 0.6394 3.7502 -4.5117  0.103
H 0.9896 5.3036 -2.6226  0.099
H 1.7953 4.4391 -0.4505  0.101
H 2.2526 2.0123 -0.1788  0.094
F -2.3538 -2.4426 -0.9800  -0.135
C -1.9313 -2.1739 0.3320  -0.417
F -3.0633 -1.6098 0.9438  -0.129
H -1.8426 -3.1602 0.7974  0.041

Net charge: -1
Relative energy (zero: lowest compared OMol25 entry of this formula, charge and spin): 8.6 kcal/mol
HOMO-LUMO gap: 7.01 eV
HOMO level: -4.73 eV
Largest force on an atom: 0.002 Eh/bohr

Computed, not measured: a molecular structure, C40H34MoN2O8P2S in a non-equilibrium geometry, with wB97M-V/def2-TZVPD.

Last column: Löwdin spin population.
Atoms and positions in Å:
Mo 0.2994 -0.5032 1.3909  1.678
N -0.2327 0.6905 3.2708  0.005
C 0.8996 1.3923 3.8744  -0.001
C 2.1269 0.5326 3.6372  0.016
O 3.1237 0.6029 4.3316  0.032
N 1.9561 -0.2664 2.5595  0.045
C 3.0014 -1.2437 2.3217  0.005
C 2.7984 -1.7883 0.9231  0.006
O 3.4580 -2.6822 0.4560  0.006
O 1.8423 -1.1389 0.2750  0.047
H -1.0792 1.2510 3.2767  0.003
H -0.4423 -0.1528 3.8441  0.003
H 0.7771 1.5669 4.9433  -0.001
H 1.0743 2.3516 3.3903  0.000
H 2.9304 -2.0700 3.0328  0.002
H 3.9952 -0.8015 2.4164  0.000
O -1.4209 0.7468 -1.3112  0.016
C -0.7073 1.7219 -1.9504  0.001
C -0.8305 2.0387 -3.2967  0.000
C -0.0648 3.0607 -3.8330  0.000
C 0.8282 3.7574 -3.0382  0.000
C 0.9750 3.4087 -1.7061  0.000
C 0.2195 2.3840 -1.1433  0.004
P 0.4294 1.8596 0.6151  0.047
C -0.8661 2.9117 1.4040  0.007
C -2.1813 2.6081 1.0356  0.002
C -3.2542 3.2518 1.6285  0.001
C -3.0372 4.2035 2.6146  0.000
C -1.7410 4.5069 2.9947  0.001
C -0.6627 3.8707 2.3943  0.000
C 2.0852 2.6063 0.9068  0.007
C 2.3656 3.9013 1.3374  0.000
C 3.6785 4.3314 1.4653  0.000
C 4.7291 3.4815 1.1585  -0.001
C 4.4621 2.2100 0.6735  0.000
C 3.1520 1.7800 0.5463  0.000
C -2.2203 -0.1274 -2.0195  0.001
C -3.2903 0.3089 -2.7876  0.000
C -4.0469 -0.6222 -3.4764  0.000
C -3.7151 -1.9674 -3.4077  0.000
C -2.6682 -2.3911 -2.6069  0.000
C -1.9214 -1.4746 -1.8693  0.001
P -0.6058 -1.9953 -0.6640  0.001
C -1.4572 -3.5672 -0.2558  -0.001
C -0.9367 -4.8470 -0.3972  -0.001
C -1.7449 -5.9594 -0.2075  0.000
C -3.0845 -5.8062 0.1060  -0.001
C -3.6117 -4.5336 0.2604  0.000
C -2.8025 -3.4260 0.0969  -0.001
C 0.7318 -2.3180 -1.8872  -0.002
C 0.9393 -1.3126 -2.8332  -0.001
C 1.9507 -1.4073 -3.7714  0.000
C 2.7753 -2.5234 -3.7916  -0.001
C 2.5959 -3.5124 -2.8410  0.000
C 1.6004 -3.4023 -1.8807  -0.001
H -1.5040 1.4916 -3.9385  0.000
H -0.1748 3.3096 -4.8802  0.000
H 1.4199 4.5586 -3.4602  0.000
H 1.7008 3.9317 -1.1033  0.000
H -2.3668 1.8418 0.2975  0.001
H -4.2639 2.9996 1.3320  0.000
H -3.8750 4.7080 3.0775  0.000
H -1.5616 5.2283 3.7815  0.000
H 0.3307 4.1276 2.7262  0.000
H 1.5702 4.6032 1.5426  0.000
H 3.8792 5.3402 1.8019  0.000
H 5.7502 3.8158 1.2863  0.000
H 5.2713 1.5460 0.3990  0.000
H 2.9488 0.8015 0.1375  0.000
H -3.5218 1.3647 -2.8436  0.000
H -4.8898 -0.2919 -4.0687  0.000
H -4.2947 -2.6971 -3.9578  0.000
H -2.4374 -3.4457 -2.5515  0.000
H 0.0943 -5.0029 -0.6676  0.000
H -1.3261 -6.9510 -0.3205  0.000
H -3.7159 -6.6766 0.2312  0.000
H -4.6538 -4.4039 0.5213  0.000
H -3.2169 -2.4372 0.2408  0.000
H 0.3135 -0.4343 -2.8424  0.000
H 2.0894 -0.6060 -4.4869  0.000
H 3.5548 -2.6102 -4.5373  0.000
H 3.2469 -4.3769 -2.8337  0.000
H 1.5604 -4.1460 -1.1017  0.000
O 0.2391 -2.5460 2.1204  0.020
S -1.0525 -2.2911 2.8548  0.011
O -0.7654 -1.7481 4.1785  0.001
O -1.5795 -1.1015 1.9810  0.037
O -1.9448 -3.3990 2.8785  0.002

Relative energy (zero: lowest compared OMol25 entry of this formula, charge and spin): 12.5 kcal/mol
HOMO-LUMO gap (spin up / spin down): 8.33 / 7.89 eV
<S²>: 2.01
Spin multiplicity: 3
HOMO level (spin up / spin down): -8.37 / -8.79 eV
Largest force on an atom: 0.037 Eh/bohr